# 1
C50H60CrN2O2PSe | ωB97M-V with the def2-TZVPD basis set

Atoms and positions in Å:
Cr1 -0.310 -0.722 -0.073
C1 5.911 -2.695 -3.580
C2 5.676 -1.325 -2.928
C3 6.154 -0.220 -3.882
C4 6.521 -1.250 -1.655
C5 4.188 -1.144 -2.641
C6 3.698 -0.944 -1.380
C7 2.306 -0.801 -1.163
N1 1.686 -0.551 0.000
C8 2.152 -0.087 1.207
C9 3.427 0.401 1.480
C10 3.750 0.882 2.740
C11 2.750 0.874 3.706
C12 1.441 0.440 3.484
C13 1.117 -0.055 2.206
O1 -0.076 -0.487 1.856
C14 0.473 0.537 4.674
C15 1.002 -0.333 5.825
C16 0.396 2.001 5.141
C17 -0.959 0.086 4.380
C18 5.162 1.405 3.002
C19 5.451 2.596 2.077
C20 5.351 1.869 4.446
C21 6.184 0.294 2.720
C22 1.380 -0.980 -2.259
O2 0.111 -0.963 -2.010
C23 1.906 -1.133 -3.579
C24 3.271 -1.197 -3.722
C25 0.959 -1.239 -4.773
C26 0.153 -2.542 -4.675
C27 0.019 -0.023 -4.804
C28 1.721 -1.264 -6.100
H1 6.973 -2.837 -3.795
H2 5.361 -2.791 -4.517
H3 5.581 -3.496 -2.916
H4 7.219 -0.342 -4.099
H5 6.003 0.764 -3.434
H6 5.613 -0.244 -4.828
H7 7.575 -1.380 -1.909
H8 6.248 -2.034 -0.946
H9 6.413 -0.284 -1.159
H10 4.356 -0.952 -0.528
H11 4.159 0.451 0.689
H12 2.989 1.243 4.694
H13 1.998 -0.024 6.146
H14 1.057 -1.378 5.515
H15 0.332 -0.265 6.687
H16 1.368 2.392 5.448
H17 -0.285 2.084 5.993
H18 0.014 2.632 4.337
H19 -0.998 -0.961 4.082
H20 -1.407 0.674 3.583
H21 -1.556 0.217 5.289
H22 4.740 3.404 2.261
H23 5.371 2.314 1.027
H24 6.462 2.978 2.249
H25 4.677 2.690 4.696
H26 6.376 2.223 4.585
H27 5.179 1.055 5.154
H28 6.123 -0.051 1.687
H29 6.002 -0.566 3.368
H30 7.201 0.654 2.898
H31 3.678 -1.330 -4.715
H32 -0.413 -2.602 -3.751
H33 0.822 -3.405 -4.715
H34 -0.544 -2.612 -5.516
H35 -0.602 0.028 -3.912
H36 -0.637 -0.087 -5.676
H37 0.598 0.902 -4.880
H38 2.369 -2.140 -6.182
H39 2.329 -0.366 -6.236
H40 1.000 -1.308 -6.919
C29 -3.172 -1.620 2.416
C30 -4.319 -1.752 1.460
C31 -5.469 -2.431 1.851
C32 -6.560 -2.566 1.007
C33 -6.518 -2.008 -0.260
C34 -5.380 -1.330 -0.670
C35 -4.276 -1.197 0.169
P1 -2.775 -0.299 -0.384
C36 -3.123 -0.045 -2.160
C37 -2.927 -1.220 -2.890
C38 -3.210 -1.283 -4.243
C39 -3.662 -0.147 -4.893
C40 -3.831 1.030 -4.181
C41 -3.581 1.109 -2.811
C42 -3.829 2.423 -2.119
C43 -2.817 1.253 0.553
C44 -3.871 1.702 1.337
C45 -3.700 2.808 2.157
C46 -2.468 3.449 2.189
C47 -1.417 3.003 1.401
C48 -1.571 1.901 0.557
C49 -0.495 1.365 -0.313
H41 -3.394 -2.127 3.355
H42 -2.959 -0.574 2.637
H43 -2.259 -2.051 1.999
H44 -5.499 -2.868 2.843
H45 -7.436 -3.109 1.337
H46 -7.361 -2.103 -0.932
H47 -5.352 -0.905 -1.666
H48 -2.550 -2.109 -2.395
H49 -3.055 -2.212 -4.776
H50 -3.877 -0.169 -5.955
H51 -4.175 1.920 -4.696
H52 -4.155 3.167 -2.846
H53 -2.934 2.799 -1.624
H54 -4.602 2.335 -1.354
H55 -4.817 1.172 1.327
H56 -4.514 3.155 2.781
H57 -2.321 4.298 2.847
H58 -0.457 3.506 1.437
H59 0.468 1.832 -0.095
H60 -0.726 1.540 -1.371
Se1 -0.324 -3.322 0.346
C50 -1.106 -3.931 -1.196
N2 -1.606 -4.324 -2.163

Results
* F_max: 0.002 Eh/bohr
* 2S+1: 5
* LUMO energy (spin up / spin down): 2.37 / 1.11 eV
* expectation value of S²: 6.074
* HOMO energy (spin up / spin down): -3.909 / -4.798 eV
* charge: -1
* relative energy (zero: lowest compared OMol25 entry of this formula, charge and spin): 0.0 kJ/mol
* energy: -5988.73485 hartree

Here are the Löwdin charges for atoms 1 to 8, given in e: Cr 0.476; C -0.048; C -0.558; C -0.050; C -0.071; C -0.168; C 0.040; C -0.161


# 2
C50H61B3Br2F3N9O9S | ωB97M-V with the def2-TZVPD basis set

Atoms and positions in Å:
C1 4.653 -1.971 1.578
C2 3.480 -1.675 1.636
C3 1.980 -1.493 1.730
C4 1.258 -1.067 0.360
B1 2.521 -0.408 -0.435
N1 2.911 1.011 -0.148
O1 3.319 -1.062 -1.348
O2 0.509 0.113 0.833
S1 -0.792 0.502 0.026
O3 -0.394 0.892 -1.328
O4 -1.321 1.726 0.608
C5 -1.908 -0.934 0.113
B2 -2.860 -0.964 -1.215
O5 -2.784 -0.052 -2.272
O6 -3.923 -1.887 -1.333
C6 -4.067 -2.391 -2.677
C7 -5.040 -3.636 -2.655
C8 -2.972 -0.716 1.260
Br1 -2.314 0.040 2.964
C9 -4.321 0.037 0.950
C10 -4.295 1.527 0.530
Br2 -5.227 0.111 2.771
C11 -1.060 -2.309 0.303
C12 -1.877 -3.548 -0.100
C13 -1.518 -4.996 0.221
C14 -2.398 -6.073 -0.543
N2 -0.662 -5.481 1.026
O7 -0.777 -2.321 1.721
C15 -1.357 -3.094 2.595
N3 -1.969 -3.867 3.212
C16 0.402 -2.165 -0.362
C17 1.284 -3.479 -0.164
C18 1.214 -4.673 -1.156
C19 2.364 -4.795 -2.196
F1 3.326 -5.682 -1.754
F2 1.863 -5.386 -3.333
F3 3.012 -3.658 -2.481
B3 0.305 -2.040 -1.968
O8 0.922 -1.103 -2.800
O9 -0.615 -2.840 -2.714
C20 -0.241 -3.042 -4.087
H1 5.681 -2.243 1.804
H2 1.565 -2.394 2.214
H3 1.858 -0.690 2.496
H4 2.158 1.598 -0.524
H5 2.990 1.171 0.859
H6 3.659 -0.462 -2.036
H7 -3.637 0.419 -2.282
H8 -3.101 -2.704 -3.133
H9 -4.529 -1.662 -3.376
H10 -5.132 -4.075 -1.643
H11 -4.705 -4.365 -3.424
H12 -6.036 -3.275 -3.001
H13 -3.326 -1.735 1.549
H14 -5.095 -0.551 0.412
H15 -5.327 1.835 0.244
H16 -4.029 2.153 1.409
H17 -3.626 1.763 -0.327
H18 -2.878 -3.414 0.401
H19 -2.198 -3.592 -1.166
H20 -2.774 -6.828 0.181
H21 -1.802 -6.540 -1.360
H22 -3.282 -5.587 -1.000
H23 -0.688 -6.504 0.996
H24 1.069 -3.861 0.852
H25 2.378 -3.244 -0.153
H26 0.260 -4.901 -1.662
H27 1.381 -5.581 -0.524
H28 0.304 -0.439 -3.142
H29 0.822 -3.286 -4.254
H30 -0.825 -3.928 -4.444
H31 -0.599 -2.196 -4.719
N4 -3.511 5.568 2.130
C21 -3.517 6.526 3.063
C22 -2.508 6.699 3.998
C23 -1.431 5.827 3.969
C24 -1.403 4.825 3.012
C25 -2.461 4.741 2.120
H32 -4.381 7.181 3.048
H33 -2.563 7.493 4.730
H34 -0.623 5.928 4.684
H35 -0.580 4.124 2.957
H36 -2.481 3.975 1.352
N5 3.140 -9.520 -4.554
C26 3.149 -8.578 -3.606
C27 4.173 -8.422 -2.684
C28 5.248 -9.294 -2.745
C29 5.259 -10.279 -3.720
C30 4.187 -10.347 -4.595
H37 2.286 -7.922 -3.595
H38 4.129 -7.642 -1.941
H39 6.068 -9.206 -2.042
H40 6.081 -10.979 -3.799
H41 4.153 -11.099 -5.377
N6 5.458 0.538 -3.625
C31 5.573 -0.388 -4.582
C32 6.441 -0.282 -5.657
C33 7.234 0.851 -5.749
C34 7.130 1.825 -4.770
C35 6.232 1.620 -3.734
H42 4.931 -1.255 -4.468
H43 6.495 -1.065 -6.401
H44 7.925 0.973 -6.575
H45 7.731 2.723 -4.807
H46 6.119 2.352 -2.942
N7 -4.501 4.148 -4.231
C36 -3.855 5.312 -4.332
C37 -2.657 5.588 -3.690
C38 -2.096 4.601 -2.895
C39 -2.750 3.386 -2.774
C40 -3.941 3.213 -3.461
H47 -4.333 6.055 -4.962
H48 -2.176 6.550 -3.811
H49 -1.162 4.776 -2.376
H50 -2.343 2.590 -2.161
H51 -4.489 2.277 -3.401
N8 3.525 2.545 3.102
C41 2.749 2.159 4.119
C42 2.228 3.028 5.066
C43 2.532 4.375 4.955
C44 3.337 4.798 3.910
C45 3.803 3.848 3.015
H52 2.540 1.095 4.166
H53 1.602 2.659 5.867
H54 2.146 5.087 5.675
H55 3.597 5.842 3.790
H56 4.433 4.132 2.178
N9 -2.411 8.279 7.157
C46 -3.192 7.871 8.161
C47 -3.730 8.721 9.114
C48 -3.441 10.073 9.024
C49 -2.632 10.520 7.992
C50 -2.148 9.587 7.089
H57 -3.388 6.804 8.192
H58 -4.359 8.334 9.905
H59 -3.842 10.770 9.750
H60 -2.384 11.568 7.889
H61 -1.514 9.890 6.262

Results
* F_max: 0.100 Eh/bohr
* LUMO energy: -0.02 eV
* HOMO energy: -8.987 eV
* relative energy (zero: lowest compared OMol25 entry of this formula, charge and spin): 0.0 kJ/mol
* energy: -9032.20465 hartree

Here are the Löwdin charges for atoms 1 to 8, given in e: C 0.141; C -0.118; C -0.077; C -0.225; B -0.571; N 0.171; O 0.136; O -0.200